1.
A structure of composition C7H7BiO6, computed with the ωB97M-V functional and the def2-TZVPD basis.

Summary:
* energy: -936.18737 Eh
* lowest unoccupied orbital energy: -0.3709 hartree
* highest occupied orbital energy: -16.885 eV
* ΔE to the lowest compared entry with this formula, charge and spin: 0.000 eV
* total charge: +2
* gap between HOMO and LUMO: 6.794 eV

Element x y z (Å)
1 O -0.630 3.066 -5.738
2 C -0.631 2.527 -4.732
3 Bi -0.867 1.356 -2.003
4 C -0.815 1.593 0.877
5 O -0.732 1.584 2.009
6 C -0.683 -1.035 -1.375
7 O -0.802 -2.173 -1.318
8 C 1.834 1.287 -1.575
9 O 2.853 0.791 -1.446
10 C -3.313 0.951 -1.444
11 O -4.361 0.503 -1.517
12 H -0.725 0.299 -3.449
13 C 1.160 -1.181 3.304
14 C 0.581 -1.461 1.921
15 O 1.043 -0.541 0.899
16 H 2.254 -1.282 3.308
17 H 0.744 -1.958 3.945
18 H 0.850 -0.212 3.724
19 H 0.831 -2.461 1.540
20 H -0.530 -1.417 1.972
21 H 1.938 -0.236 1.100



2.
An isolated molecule of C23H18F2N4O3, computed with the ωB97M-V functional and the def2-TZVPD basis.

Summary:
* energy: -1531.73809 Eh
* structure (SMILES): CN1C=C(C(=O)Nc2cc(-c3ccn[nH]c3=O)ccc2F)[C@H](c2ccc(F)cc2)CC1=O
* lowest unoccupied orbital energy: -0.0243 hartree
* highest occupied orbital energy: -8.390 eV
* gap between HOMO and LUMO: 7.727 eV

Element x y z (Å)
1 C -2.205 -1.209 -2.443
2 N -1.462 -0.785 -1.283
3 C -0.075 -0.999 -1.289
4 C 0.667 -0.850 -0.147
5 C 2.093 -1.152 -0.248
6 O 2.482 -2.154 -0.794
7 N 3.054 -0.463 0.415
8 C 2.977 0.878 0.850
9 C 2.374 1.829 0.041
10 C 2.187 3.141 0.486
11 C 1.559 4.128 -0.373
12 C 1.994 5.448 -0.388
13 C 1.246 6.435 -1.206
14 N 0.250 6.087 -2.009
15 N -0.132 4.771 -2.028
16 C 0.388 3.782 -1.257
17 O -0.129 2.695 -1.355
18 C 2.640 3.464 1.758
19 C 3.316 2.523 2.518
20 C 3.559 1.241 2.069
21 F 4.254 0.335 2.786
22 C 0.032 -0.484 1.203
23 C -0.176 -1.716 2.040
24 C 0.197 -1.759 3.397
25 C 0.052 -2.920 4.159
26 C -0.520 -4.042 3.585
27 F -0.668 -5.201 4.302
28 C -0.959 -3.980 2.274
29 C -0.790 -2.852 1.485
30 C -1.300 0.281 1.044
31 C -2.082 -0.179 -0.184
32 O -3.283 0.012 -0.191
33 H -2.700 -2.157 -2.219
34 H -2.951 -0.431 -2.693
35 H -1.537 -1.364 -3.306
36 H 0.414 -1.347 -2.190
37 H 3.937 -0.958 0.518
38 H 1.994 1.526 -0.942
39 H 2.789 5.777 0.250
40 H 1.591 7.443 -1.208
41 H -0.908 4.494 -2.661
42 H 2.537 4.448 2.216
43 H 3.584 2.769 3.557
44 H 0.688 0.163 1.750
45 H 0.683 -0.901 3.850
46 H 0.393 -3.020 5.180
47 H -1.346 -4.906 1.814
48 H -1.197 -2.924 0.483
49 H -1.126 1.351 0.895
50 H -1.927 0.190 1.948



3.
A structure of composition C38H47CaGeIN6O5Se, computed with the ωB97M-V functional and the def2-TZVPD basis.

Summary:
* energy: -7634.57255 Eh
* lowest unoccupied orbital energy: -0.0152 hartree
* highest occupied orbital energy: -6.801 eV
* ΔE to the lowest compared entry with this formula, charge and spin: 1.674 eV
* gap between HOMO and LUMO: 6.388 eV

Element x y z (Å)
1 Ca 11.793 10.802 13.945
2 C 13.159 15.594 14.459
3 C 13.079 14.797 15.756
4 N 13.656 15.274 16.802
5 C 13.389 14.789 18.023
6 C 12.413 13.837 18.218
7 C 11.976 13.680 19.617
8 O 11.677 14.941 20.116
9 C 11.787 13.204 17.123
10 C 10.675 12.181 17.240
11 N 9.545 12.026 16.699
12 C 8.739 12.825 15.916
13 C 8.453 14.111 16.383
14 C 7.327 14.819 16.062
15 C 6.523 14.292 15.091
16 C 6.858 13.055 14.510
17 C 7.865 12.203 14.968
18 I 8.269 10.269 14.230
19 C 12.222 13.623 15.805
20 O 11.934 13.037 14.683
21 H 14.139 15.938 14.266
22 H 12.566 16.487 14.528
23 H 12.815 14.931 13.649
24 H 14.022 15.144 18.770
25 H 12.739 13.162 20.212
26 H 11.055 13.035 19.591
27 H 11.123 14.951 20.922
28 H 11.004 11.306 17.876
29 H 9.166 14.617 16.992
30 H 7.020 15.762 16.494
31 H 5.607 14.797 14.772
32 H 6.191 12.664 13.716
33 C 10.743 7.442 10.903
34 C 11.223 8.110 12.137
35 N 11.667 9.340 12.034
36 N 11.884 9.820 10.801
37 C 12.339 11.052 10.749
38 O 12.389 11.737 11.796
39 C 12.728 11.622 9.429
40 C 13.017 12.978 9.336
41 C 13.259 13.617 8.134
42 C 13.204 12.817 7.022
43 C 13.244 11.436 7.105
44 C 12.963 10.791 8.344
45 C 10.766 7.607 13.440
46 C 10.160 6.389 13.669
47 C 9.851 6.068 14.950
48 C 10.376 6.841 15.990
49 C 11.108 7.964 15.700
50 N 11.279 8.422 14.435
51 H 11.352 7.804 10.042
52 H 9.654 7.483 10.667
53 H 10.869 6.338 11.095
54 H 12.926 13.454 10.330
55 H 13.421 14.723 8.119
56 H 12.953 13.323 6.097
57 H 13.628 10.821 6.278
58 H 12.909 9.690 8.506
59 H 9.921 5.805 12.839
60 H 9.223 5.185 15.260
61 H 10.223 6.667 17.009
62 H 11.624 8.545 16.521
63 C 21.806 9.118 7.169
64 Ge 20.008 9.025 8.030
65 C 18.816 10.100 6.906
66 C 19.188 7.250 7.812
67 C 20.125 9.691 9.822
68 Se 19.832 8.241 10.990
69 C 21.526 8.361 11.936
70 H 21.968 10.118 6.720
71 H 22.048 8.426 6.289
72 H 22.598 9.016 7.902
73 H 17.911 10.440 7.518
74 H 18.583 9.419 6.035
75 H 19.387 11.018 6.618
76 H 18.082 7.297 8.088
77 H 19.686 6.572 8.461
78 H 19.300 6.965 6.735
79 H 19.334 10.453 10.013
80 H 21.103 10.183 10.051
81 H 21.330 8.710 12.958
82 H 22.257 8.996 11.351
83 H 21.980 7.361 11.967
84 O 13.742 10.418 17.483
85 C 14.255 10.535 16.263
86 O 13.549 10.405 15.280
87 C 15.762 10.677 16.208
88 N 16.401 10.812 17.519
89 C 17.600 11.604 17.431
90 C 17.547 12.290 16.025
91 C 16.166 11.949 15.483
92 H 16.210 9.764 15.662
93 H 16.494 9.882 17.922
94 H 14.555 10.348 18.132
95 H 18.520 10.967 17.434
96 H 17.756 12.219 18.321
97 H 18.142 11.795 15.293
98 H 17.798 13.319 16.081
99 H 16.020 11.824 14.421
100 H 15.347 12.693 15.721



4.
An isolated molecule of C3H2O3S, computed with the ωB97M-V functional and the def2-TZVPD basis.

Summary:
* energy: -739.20847 Eh
* structure (SMILES): O=C1OOCC1=S
* lowest unoccupied orbital energy (spin up / spin down): -0.0846 / -0.0846 hartree
* highest occupied orbital energy (spin up / spin down): -9.779 / -9.779 eV
* ΔE to the lowest compared entry with this formula, charge and spin: 6.608 eV
* gap between HOMO and LUMO (spin up / spin down): 7.477 / 7.476 eV

Element x y z (Å)
1 O 0.284 -2.973 -2.309
2 C 0.132 -2.005 -1.428
3 O 0.126 -2.071 0.077
4 O 0.504 -0.930 0.685
5 C 1.042 -0.202 -0.434
6 C 0.264 -0.570 -1.663
7 S -0.260 0.497 -2.915
8 H 2.068 -0.793 -0.764
9 H 1.256 0.682 -0.025